(1)
# C2H10O5

A 4-piece molecular cluster, C2H10O5 overall in a non-equilibrium geometry (ωB97M-V with the def2-TZVPD basis set, the OMol25 dataset).

CARTESIAN COORDINATES (ANGSTROEM)
O 1.3250 -0.7750 0.5410
C 1.0870 0.0212 -0.3440
O 0.1502 -0.4858 -1.2147
C 1.5152 1.3632 -0.7409
H -0.0838 -1.3919 -0.8884
H 2.6346 1.4380 -0.7730
H 0.9617 2.1668 -0.3144
H 1.1387 1.4620 -1.7810
H -1.9663 1.3321 -2.2108
H -1.6368 0.4187 -0.9471
O -2.3742 0.8160 -1.4445
H -0.1511 0.6164 1.8214
H -0.1036 1.4989 3.1532
O -0.0354 1.4867 2.1940
H -1.5861 -2.2357 1.2944
H -0.0776 -2.5465 1.1367
O -0.8906 -2.4235 0.6406

Values from the calculation:
**Total charge**: +1
**Kohn-Sham gap (spin up / spin down)**: 9.6265 / 4.2830 eV
**<S²>**: 0.7568
**Spin multiplicity**: 2
**Largest force on an atom**: 4.15 eV/Å

=====

(2)
# C32H23F6GeIrN2O6P

C32H23F6GeIrN2O6P as an isolated structure in a non-equilibrium geometry (ωB97M-V with the def2-TZVPD basis set, the OMol25 dataset).

CARTESIAN COORDINATES (ANGSTROEM)
Ir -0.9337 -1.1666 0.2680
O 0.9189 -3.0631 3.4462
C 0.2608 -2.3027 2.7346
O 0.3090 -2.3214 1.4252
C -0.6246 -1.2698 3.3316
C -0.6166 -0.9698 4.6886
C -1.3862 0.0753 5.1687
C -2.1748 0.8270 4.2385
C -2.1568 0.4667 2.9154
N -1.4220 -0.5592 2.4580
H 0.0092 -1.5642 5.3409
H -1.3850 0.3313 6.2214
H -2.7840 1.6621 4.5625
H -2.7462 1.0024 2.1748
O -2.2644 0.1276 -0.7390
C -3.4766 -0.0664 -0.9248
C -4.2898 -1.1727 -0.5745
C -5.6588 -1.0908 -0.8532
C -6.5089 -2.1218 -0.5326
C -5.9984 -3.3010 0.0726
C -4.6777 -3.4211 0.3428
C -3.7489 -2.3658 0.0444
O -2.5416 -2.5153 0.3288
N -7.8997 -2.0177 -0.8118
O -8.3238 -0.9945 -1.3306
O -8.6319 -2.9543 -0.5281
H -3.9996 0.7544 -1.4332
H -6.0564 -0.2030 -1.3289
H -6.6940 -4.0921 0.3092
H -4.2704 -4.3134 0.7974
F -0.5659 -1.7024 -2.2015
P -0.5271 -2.8946 -3.3451
F 0.9885 -2.4550 -3.7136
F -2.0440 -3.2894 -2.9533
F -0.4918 -4.0492 -4.4808
F -1.0919 -1.8283 -4.4250
F 0.0335 -3.9209 -2.2419
C 0.4532 0.2106 0.2406
Ge 2.0199 1.0818 -0.3028
C 3.6716 0.0565 0.0927
C 4.9320 0.5766 -0.1909
C 6.0795 -0.1453 0.1048
C 5.9750 -1.4038 0.6834
C 4.7233 -1.9353 0.9609
C 3.5768 -1.2090 0.6680
C 2.0591 2.7654 0.7684
C 1.0327 2.9686 1.6922
C 1.0008 4.1034 2.4889
C 1.9982 5.0626 2.3722
C 3.0256 4.8766 1.4582
C 3.0542 3.7358 0.6664
C 2.1243 1.5693 -2.2208
C 2.0604 2.8897 -2.6570
C 2.0972 3.1879 -4.0132
C 2.1831 2.1644 -4.9467
C 2.2263 0.8431 -4.5221
C 2.1982 0.5483 -3.1672
H 5.0184 1.5529 -0.6580
H 7.0560 0.2711 -0.1175
H 6.8703 -1.9698 0.9141
H 4.6350 -2.9177 1.4087
H 2.5967 -1.6216 0.8900
H 0.2628 2.2084 1.7804
H 0.1983 4.2358 3.2053
H 1.9764 5.9506 2.9936
H 3.8077 5.6225 1.3644
H 3.8646 3.6039 -0.0437
H 1.9777 3.6895 -1.9286
H 2.0482 4.2203 -4.3420
H 2.1997 2.3966 -6.0054
H 2.2631 0.0370 -5.2447
H 2.2051 -0.4870 -2.8439

Values from the calculation:
**Total charge**: -2
**Kohn-Sham gap (spin up / spin down)**: 3.6620 / 6.0436 eV
**<S²>**: 8.7879
**Spin multiplicity**: 6
**Largest force on an atom**: 6.09 eV/Å

=====

(3)
# C3H9N2OS

A 2-piece molecular cluster, C3H9N2OS overall (ωB97M-V with the def2-TZVPD basis set, the OMol25 dataset).

CARTESIAN COORDINATES (ANGSTROEM)
C -0.5775 -2.2751 0.3997
C 0.1446 -1.1979 1.1870
S -0.9419 0.1331 1.7971
H -1.0427 -1.8814 -0.5060
H -1.3879 -2.7049 0.9942
H 0.0951 -3.0871 0.0954
H 0.9386 -0.7657 0.5682
H 0.6436 -1.6497 2.0485
N 0.9265 2.2737 -0.0897
C 0.4658 1.8428 -1.2996
N -0.7092 1.1588 -1.2244
O 1.0470 2.0953 -2.3584
H 0.5261 1.8816 0.7630
H 1.8116 2.7444 -0.0860
H -0.8861 0.5503 -2.0045
H -1.0534 0.8817 -0.2846

Values from the calculation:
**Total charge**: -1
**Kohn-Sham gap**: 7.2386 eV
**Largest force on an atom**: 0.35 eV/Å